{"formula": "C45H70IN3O9P2S", "method": "the ωB97M-V functional and the def2-TZVPD basis", "species": ["C", "C", "C", "C", "C", "C", "C", "N", "C", "C", "C", "I", "C", "S", "C", "O", "C", "C", "P", "N", "C", "P", "C", "C", "C", "C", "C", "O", "C", "C", "C", "N", "C", "C", "C", "C", "O", "H", "H", "H", "H", "H", "H", "H", "H", "H", "H", "H", "H", "H", "H", "H", "H", "H", "H", "H", "H", "H", "H", "H", "H", "H", "H", "H", "H", "H", "H", "H", "H", "H", "H", "C", "C", "C", "O", "H", "H", "H", "H", "H", "H", "C", "C", "C", "O", "H", "H", "H", "H", "H", "H", "C", "C", "C", "O", "H", "H", "H", "H", "H", "H", "C", "C", "C", "O", "H", "H", "H", "H", "H", "H", "C", "C", "C", "O", "H", "H", "H", "H", "H", "H", "C", "C", "C", "O", "H", "H", "H", "H", "H", "H"], "positions_angstrom": [[4.01059, -3.63442, -0.63118], [3.70777, -2.53965, -1.05013], [3.45701, -1.07237, -1.16848], [4.57122, -0.37299, -1.99985], [4.61367, 1.18591, -1.87935], [3.34251, 1.80601, -1.30845], [2.17119, 1.66656, -2.10059], [2.22963, 1.01438, -3.37611], [0.98239, 2.18748, -1.57764], [0.92939, 2.83872, -0.33233], [2.06977, 2.99401, 0.44976], [1.98767, 3.98563, 2.32495], [3.28604, 2.45888, -0.05798], [4.78894, 2.56593, 0.91870], [-0.46330, 3.35466, 0.05239], [-0.59325, 4.49195, 0.42973], [-1.58134, 2.35965, -0.18272], [-2.61527, 2.07302, 0.72131], [-2.53278, 2.97759, 2.34299], [-3.81395, 3.86486, 2.59198], [-3.67747, 1.14946, 0.41420], [-5.06431, 0.86705, 1.59916], [-4.48779, 0.74446, 3.36247], [-5.98567, -0.71843, 1.38642], [-3.60285, 0.54307, -0.88198], [-4.67301, -0.42487, -1.41600], [-4.31250, -1.87719, -0.99056], [-5.44946, -2.70140, -0.80404], [-5.18364, -3.75481, 0.10464], [-4.48569, -4.99828, -0.51416], [-2.52451, 0.80953, -1.78220], [-2.40458, 0.21752, -3.08103], [-1.79629, -1.13796, -3.11400], [-0.99528, -1.51828, -1.85346], [-1.51561, 1.71294, -1.43557], [-0.32875, 2.02815, -2.35104], [-0.40780, 2.15381, -3.54575], [4.02334, -4.71083, -0.45303], [3.26462, -0.60448, -0.19175], [2.51315, -0.97703, -1.73697], [5.52448, -0.85617, -1.73396], [4.37614, -0.62927, -3.05381], [4.73228, 1.59403, -2.89728], [5.51295, 1.46875, -1.31960], [1.62471, 0.19844, -3.36538], [1.89284, 1.66247, -4.08214], [5.41514, 3.71359, 0.55493], [-1.37364, 3.77136, 2.42153], [-2.33914, 1.96796, 3.32767], [-4.42660, 3.78232, 1.78278], [-5.29072, 0.21423, 3.89874], [-4.50336, 1.77397, 3.75859], [-3.51277, 0.26275, 3.49677], [-6.71157, -0.73334, 0.57047], [-5.30112, -1.57547, 1.36280], [-6.56457, -0.84805, 2.31909], [-4.70670, -0.42494, -2.51619], [-5.67268, -0.11909, -1.08766], [-3.76533, -1.79218, -0.02630], [-3.62776, -2.38469, -1.68684], [-6.15085, -4.09851, 0.51255], [-4.58215, -3.42789, 0.97226], [-5.11126, -5.90601, -0.48484], [-3.59678, -5.24574, 0.09481], [-4.14771, -4.85760, -1.55141], [-3.27707, 0.27429, -3.58667], [-2.56126, -1.87961, -3.39437], [-1.06112, -1.13267, -3.94432], [-0.15598, -0.82325, -1.67892], [-1.60525, -1.66241, -0.95458], [-0.51970, -2.49270, -2.07360], [-4.98179, 7.76838, 1.80820], [-5.32097, 7.41100, 0.38349], [-4.19970, 7.47659, -0.62472], [-6.44053, 7.08516, 0.06124], [-5.87365, 7.67794, 2.42568], [-4.21933, 7.08542, 2.18874], [-4.62082, 8.79749, 1.85979], [-3.40434, 6.78390, -0.34243], [-3.80424, 8.49249, -0.67740], [-4.57961, 7.19575, -1.60575], [7.33379, -6.04726, 0.46852], [6.14618, -5.90282, 1.38540], [6.42852, -5.64194, 2.84329], [5.01298, -5.99142, 0.96918], [6.98651, -6.23046, -0.54666], [7.92561, -5.13045, 0.47744], [7.95045, -6.88931, 0.78748], [6.98161, -4.70785, 2.95362], [7.00636, -6.46627, 3.26448], [5.48745, -5.55949, 3.38433], [-2.12390, 0.38362, 7.10389], [-3.46239, -0.27587, 6.88631], [-4.54242, 0.00715, 7.89895], [-3.66136, -1.00138, 5.93691], [-1.44386, 0.09484, 6.30374], [-2.23758, 1.46893, 7.09486], [-1.70126, 0.06391, 8.05777], [-4.75884, 1.07638, 7.92377], [-4.22412, -0.32885, 8.88717], [-5.44840, -0.52837, 7.62042], [3.78034, 3.17970, -7.96539], [3.63310, 1.80901, -7.35094], [2.23350, 1.25487, -7.23513], [4.59370, 1.18283, -6.96803], [4.83356, 3.45399, -7.98684], [3.39687, 3.17381, -8.98700], [3.23646, 3.91570, -7.37073], [1.78402, 1.16485, -8.22528], [1.62469, 1.91000, -6.60845], [2.27357, 0.26756, -6.77758], [-1.83238, -3.39867, 4.19318], [-3.16352, -3.93645, 3.74038], [-4.02655, -4.60193, 4.77974], [-3.52654, -3.83596, 2.58761], [-1.31778, -2.94699, 3.34624], [-1.98402, -2.63816, 4.96150], [-1.21727, -4.20975, 4.58730], [-4.26539, -3.89042, 5.57219], [-3.50634, -5.46470, 5.19938], [-4.95311, -4.94015, 4.31840], [9.73580, 0.55008, -1.64198], [9.10628, -0.62476, -2.35097], [8.26502, -0.32263, -3.56648], [9.26955, -1.75749, -1.96023], [10.31027, 0.19161, -0.78956], [10.40594, 1.08007, -2.32087], [8.95969, 1.22880, -1.28356], [8.87170, 0.16901, -4.32875], [7.42670, 0.31871, -3.28760], [7.87445, -1.25262, -3.97568]], "forces_ev_per_angstrom": [[-0.8, -0.5, -0.9], [0.4, 0.7, 1.3], [-0.2, -0.6, -1.0], [-0.4, -0.3, -0.1], [0.3, -0.2, -0.2], [0.0, -0.4, -0.3], [0.0, 0.6, 1.0], [0.3, 0.3, 0.3], [-0.1, -0.2, -0.4], [-0.7, -0.2, 0.0], [0.3, -0.2, -0.5], [0.0, -0.3, -0.5], [0.1, 0.6, -0.2], [0.2, -0.3, 0.5], [0.9, -0.2, -0.1], [-0.4, -0.2, 0.0], [0.0, -0.4, -0.5], [0.5, 0.2, 0.6], [-1.4, 0.5, -0.3], [0.3, -0.3, -0.2], [1.4, -0.7, -0.5], [-1.3, 1.2, 0.0], [-0.1, 0.2, -0.3], [0.6, -0.6, 0.7], [-0.1, 0.2, -0.7], [0.4, -0.4, -0.1], [0.0, 0.0, 0.8], [0.1, 0.4, -0.1], [-0.2, -1.1, 0.3], [0.5, -0.2, 0.4], [-0.3, 0.6, 0.1], [-0.1, -0.3, 1.0], [0.5, 0.4, -0.6], [0.1, -0.7, -0.7], [0.1, 0.2, 0.3], [-0.3, 0.0, 1.0], [0.2, 0.1, 0.1], [0.4, 0.9, 0.0], [0.3, -0.3, -0.1], [0.2, 0.1, 0.3], [-0.2, 0.5, 0.0], [0.1, 0.1, 0.4], [0.0, -0.2, 0.3], [-0.5, 0.1, 0.0], [0.0, 0.1, -0.3], [-0.2, -0.3, 0.0], [-0.7, -0.2, -0.3], [0.2, -0.7, 0.0], [0.4, 0.3, -0.3], [-0.2, 0.1, 0.3], [0.5, -0.1, -0.3], [0.3, -0.4, -0.2], [-0.4, -0.1, 0.2], [0.4, 0.0, 0.1], [-0.5, 0.1, -0.2], [0.2, 0.4, -0.3], [0.0, 0.3, 0.4], [0.3, -0.3, 0.1], [-0.2, -0.2, -0.3], [-0.1, 0.4, 0.0], [0.2, 0.4, -0.3], [-0.4, 0.1, -0.8], [0.0, 0.5, -0.1], [-0.2, 0.1, -0.3], [-0.2, 0.1, 0.3], [0.1, -0.2, 0.0], [0.3, 0.0, 0.4], [-0.4, -0.1, 0.2], [-0.5, -0.1, 0.1], [0.2, 0.3, -0.2], [-0.2, 0.3, 0.2], [-0.2, -0.1, 0.1], [-0.1, 0.0, 0.0], [-0.2, -0.1, -0.2], [0.0, 0.0, 0.0], [0.0, 0.0, 0.0], [0.1, 0.1, 0.0], [0.2, -0.1, 0.0], [0.1, 0.1, 0.1], [0.1, -0.1, 0.1], [0.0, 0.0, 0.0], [-0.2, 0.0, -0.2], [-0.1, 0.0, -0.1], [-0.3, 0.0, 0.0], [0.1, -0.1, 0.1], [0.0, 0.0, 0.0], [0.1, -0.1, 0.1], [0.1, 0.1, 0.1], [0.2, -0.1, 0.0], [0.2, 0.1, 0.0], [0.0, 0.0, 0.0], [0.1, -0.1, -0.3], [0.0, 0.0, 0.0], [-0.2, -0.2, -0.2], [0.0, -0.1, 0.0], [0.0, 0.0, 0.0], [0.0, 0.0, 0.2], [0.0, 0.2, 0.1], [0.1, 0.0, 0.2], [0.0, 0.2, 0.0], [0.0, 0.0, 0.0], [0.3, 0.0, 0.1], [0.1, -0.1, 0.1], [0.2, -0.2, 0.2], [0.0, 0.0, 0.0], [0.0, 0.0, 0.0], [-0.2, 0.1, 0.1], [-0.1, 0.0, -0.1], [-0.1, 0.2, 0.0], [-0.1, 0.1, -0.2], [0.0, 0.0, 0.0], [0.1, 0.1, -0.2], [0.0, 0.1, 0.0], [-0.2, 0.0, -0.2], [0.2, -0.1, 0.4], [0.0, 0.0, 0.0], [0.0, -0.1, 0.1], [0.0, 0.0, 0.1], [0.1, 0.0, 0.1], [0.0, 0.1, 0.1], [0.0, 0.0, 0.0], [0.1, -0.2, 0.2], [0.0, -0.1, 0.0], [0.0, -0.3, 0.0], [0.0, 0.0, 0.0], [0.0, 0.0, 0.0], [-0.1, 0.1, 0.0], [0.0, 0.1, -0.1], [-0.1, 0.2, 0.0], [0.1, 0.1, -0.1], [0.0, 0.0, 0.0]], "relative_energy_kcal_mol": 0.0, "smiles": "C#CCCCc1c(N)c2c(c(I)c1S)C(=O)c1c([PH2]=N)c(P(C)C)c(CCOCC)c(NCC)c1C2=O.CC(C)=O.CC(C)=O.CC(C)=O.CC(C)=O.CC(C)=O.CC(C)=O", "homo_energy_ev": -7.66, "e_lumo_ev": -0.775, "largest_force_ev_per_a": 1.78, "e_tot_ha": -3976.50455}